A structure of composition C5H10O at a distorted geometry. Source: the OMol25 dataset; level of theory: the ωB97M-V functional and the def2-TZVPD basis.

The geometry in XYZ format:
```
16
Properties=species:S:1:pos:R:3:forces:R:3:nbo_charge:R:1
C -2.090849 0.663235 -0.300066 -1.45 -0.18 0.20 -0.62
C -0.787114 0.292663 -0.884740 0.94 0.58 -0.80 0.09
C 0.386577 0.688539 -0.053801 -0.86 1.98 1.23 -0.52
C 1.042819 -0.596017 -0.033933 -0.43 -2.30 -8.10 0.15
C 1.806030 -1.022220 1.104467 0.07 -0.81 0.83 -0.70
O -0.513408 -1.088819 -0.921620 -0.11 -1.00 2.34 -0.62
H -2.860693 0.191524 -0.913138 -0.27 0.13 0.10 0.22
H -2.216830 0.289483 0.723552 0.21 -0.10 -0.17 0.20
H -2.282792 1.740621 -0.260444 0.21 -0.05 -0.23 0.21
H -0.676227 0.685939 -1.904399 -0.32 0.14 -0.07 0.15
H 0.904160 1.591717 -0.356198 0.62 0.03 -0.05 0.23
H 0.035511 0.865791 0.975511 -0.05 0.24 -0.08 0.19
H 1.150174 -1.052928 -1.307635 1.45 1.67 4.26 0.29
H 2.773260 -0.508400 1.018583 -0.15 0.10 -0.01 0.26
H 1.291302 -0.656941 1.996128 0.30 -0.39 0.34 0.21
H 2.038080 -2.084187 1.117735 -0.17 -0.05 0.22 0.25
```
Forces are in eV/Å.

Max |F|, eV Å⁻¹: 8.434
Lowest unoccupied orbital energy, eV: 0.9
HOMO-LUMO gap, eV: 9.4441
Energy relative to the best compared isomer or geometry (same formula, charge and spin), kJ/mol: 416.0
HOMO energy, eV: -8.5168